ORCA calculation (ωB97M-V with the def2-TZVPD basis set) on a molecular structure, C60H54N9O6ReS2 at a distorted geometry.

```
! RIJCOSX wB97M-V def2-TZVPD def2/J DEFGRID3
* xyz 1 2
Re 1.09 -0.09 0.30
C -2.01 1.01 9.55
O -0.65 1.16 9.16
C -0.36 0.99 7.85
C 0.99 1.15 7.50
C 1.39 1.00 6.20
C 0.47 0.67 5.20
C -0.86 0.51 5.55
C -1.29 0.66 6.87
C 0.90 0.50 3.78
C 1.39 -0.73 3.37
C 1.68 -1.78 4.29
C 2.38 -2.72 3.60
C 2.46 -2.26 2.25
N 1.82 -1.06 2.09
C 3.15 -2.97 1.27
C 3.15 -2.55 -0.03
C 3.80 -3.27 -1.08
C 3.56 -2.60 -2.22
C 2.83 -1.42 -1.87
C 2.59 -0.41 -2.80
C 2.98 -0.63 -4.22
C 2.03 -1.04 -5.16
C 2.38 -1.22 -6.48
C 3.70 -1.01 -6.89
O 3.94 -1.22 -8.21
C 5.28 -1.07 -8.66
C 4.66 -0.61 -5.97
C 4.29 -0.43 -4.64
C 2.16 0.84 -2.42
N 1.77 1.19 -1.13
C 1.70 2.58 -1.15
C 1.50 3.40 -0.06
C 1.46 4.88 -0.27
C 0.26 5.58 -0.13
C 0.21 6.94 -0.33
C 1.37 7.64 -0.67
O 1.22 8.98 -0.83
C 2.36 9.73 -1.20
C 2.57 6.96 -0.81
C 2.60 5.59 -0.61
C 1.31 2.91 1.24
C 1.07 3.76 2.36
C 0.81 2.95 3.42
C 0.95 1.61 2.96
N 1.25 1.59 1.61
C 1.90 3.06 -2.49
C 2.18 1.98 -3.26
N 2.53 -1.41 -0.53
C 3.94 -4.17 1.68
C 5.05 -4.01 2.49
C 5.82 -5.09 2.89
C 5.47 -6.37 2.47
O 6.15 -7.49 2.80
C 7.32 -7.35 3.58
C 4.35 -6.54 1.66
C 3.59 -5.46 1.26
H -2.03 1.19 10.62
H -2.36 -0.01 9.35
H -2.65 1.73 9.05
H 1.69 1.40 8.29
H 2.44 1.12 5.94
H -1.59 0.25 4.79
H -2.33 0.52 7.11
H 1.42 -1.77 5.34
H 2.79 -3.65 3.96
H 4.35 -4.18 -0.94
H 3.88 -2.84 -3.22
H 1.01 -1.21 -4.84
H 1.65 -1.54 -7.22
H 5.27 -1.31 -9.71
H 5.95 -1.75 -8.13
H 5.62 -0.04 -8.52
H 5.68 -0.45 -6.27
H 5.04 -0.12 -3.92
H -0.65 5.04 0.13
H -0.72 7.49 -0.22
H 2.03 10.75 -1.31
H 2.78 9.37 -2.15
H 3.13 9.68 -0.42
H 3.48 7.48 -1.06
H 3.54 5.06 -0.72
H 1.10 4.84 2.34
H 0.58 3.24 4.44
H 1.86 4.09 -2.78
H 2.42 1.96 -4.32
H 5.33 -3.01 2.82
H 6.69 -4.92 3.52
H 7.73 -8.35 3.70
H 7.09 -6.94 4.57
H 8.05 -6.71 3.09
H 4.09 -7.55 1.35
H 2.72 -5.61 0.65
N -0.96 1.39 0.15
C -2.36 0.99 -0.10
C -2.80 0.05 1.01
C -2.04 -1.26 0.96
N -0.61 -1.11 1.33
H -0.92 1.86 1.05
H -0.66 2.08 -0.53
H -2.41 0.47 -1.06
H -3.01 1.86 -0.16
H -3.87 -0.16 0.93
H -2.65 0.53 1.98
H -2.12 -1.69 -0.03
H -2.47 -1.98 1.65
H -0.24 -2.06 1.30
H -0.58 -0.81 2.29
N -3.41 -4.73 4.41
C -2.65 -4.79 3.27
C -3.24 -5.05 2.03
C -2.48 -5.07 0.87
C -1.12 -4.84 0.93
C -0.51 -4.61 2.16
C -1.26 -4.57 3.32
S -0.15 -4.77 -0.53
O 1.05 -5.54 -0.32
O -1.01 -5.11 -1.64
N 0.24 -3.20 -0.53
C -0.19 -2.36 -1.45
S -1.11 -2.73 -2.89
C -1.19 -1.04 -3.28
C -0.56 -0.31 -2.35
N 0.01 -1.03 -1.31
H -4.32 -5.15 4.38
H -2.93 -4.84 5.29
H -4.31 -5.23 1.98
H -2.95 -5.26 -0.09
H 0.56 -4.47 2.22
H -0.78 -4.39 4.27
H -1.70 -0.69 -4.16
H -0.47 0.76 -2.37
*
```

Gap between HOMO and LUMO (spin up / spin down) ... 5.41 / 5.85 eV
Highest occupied orbital energy (spin up / spin down) ... -9.2 / -9.6 eV
Energy relative to the best compared isomer or geometry (same formula, charge and spin) ... 0.334 eV
E ... -112589.351 eV
<S²> ... 0.77
Molar mass ... 1247.49 g/mol

***

ORCA calculation (ωB97M-V with the def2-TZVPD basis set) on 8 unconnected molecules or ions with the total composition C60H70F6N13O12S6 at a distorted geometry.

```
! RIJCOSX wB97M-V def2-TZVPD def2/J DEFGRID3
* xyz 7 1
C 1.08 -1.18 -4.94
N 1.99 -1.87 -4.03
C 1.48 -2.82 -3.22
C 2.37 -3.53 -2.43
C 3.68 -3.17 -2.26
C 4.17 -2.04 -2.97
C 3.29 -1.50 -3.90
C 4.58 -3.99 -1.44
C 5.50 -4.86 -1.99
C 6.32 -5.67 -1.21
N 6.20 -5.64 0.13
C 5.38 -4.74 0.68
C 4.50 -3.94 -0.03
C 7.13 -6.40 1.03
H 1.57 -0.88 -5.87
H 0.81 -0.30 -4.35
H 0.18 -1.76 -5.12
H 0.47 -3.22 -3.32
H 2.04 -4.34 -1.80
H 5.17 -1.64 -2.99
H 3.62 -0.81 -4.67
H 5.77 -5.01 -3.03
H 7.11 -6.30 -1.60
H 5.43 -4.70 1.75
H 3.97 -3.19 0.53
H 7.10 -7.45 0.74
H 6.73 -6.27 2.04
H 8.11 -5.94 1.00
C -9.16 -3.08 -5.20
N -8.36 -2.48 -4.13
C -7.15 -1.92 -4.43
C -6.35 -1.32 -3.48
C -6.81 -1.33 -2.15
C -8.06 -1.80 -1.85
C -8.80 -2.42 -2.86
C -5.97 -0.81 -1.02
C -6.50 0.11 -0.11
C -5.78 0.41 1.06
N -4.51 -0.05 1.20
C -3.98 -0.89 0.30
C -4.69 -1.30 -0.82
C -3.72 0.22 2.41
H -9.95 -3.70 -4.78
H -8.48 -3.70 -5.77
H -9.60 -2.23 -5.72
H -6.80 -2.03 -5.45
H -5.40 -0.89 -3.75
H -8.42 -1.86 -0.83
H -9.77 -2.84 -2.64
H -7.41 0.67 -0.25
H -6.08 1.17 1.76
H -2.99 -1.30 0.50
H -4.21 -2.04 -1.45
H -3.87 1.29 2.57
H -2.65 0.09 2.25
H -4.07 -0.37 3.25
C 8.04 -2.28 13.08
N 7.30 -2.33 11.80
C 7.38 -1.25 10.98
C 6.65 -1.24 9.81
C 5.93 -2.39 9.46
C 5.88 -3.48 10.35
C 6.55 -3.40 11.55
C 5.15 -2.32 8.19
C 5.22 -3.34 7.23
C 4.61 -3.14 6.02
N 3.87 -2.07 5.72
C 3.75 -1.06 6.62
C 4.35 -1.21 7.88
C 3.29 -1.82 4.36
H 8.09 -1.27 13.48
H 9.02 -2.74 12.95
H 7.50 -2.91 13.78
H 7.79 -0.38 11.48
H 6.60 -0.31 9.27
H 5.25 -4.32 10.13
H 6.63 -4.22 12.25
H 5.87 -4.15 7.51
H 4.63 -3.90 5.25
H 3.12 -0.23 6.37
H 4.32 -0.34 8.51
H 3.51 -0.79 4.05
H 2.20 -1.85 4.33
H 3.63 -2.54 3.63
C -7.06 7.51 -10.84
N -6.30 6.87 -9.78
C -6.90 6.04 -8.93
C -6.18 5.44 -7.91
C -4.82 5.62 -7.76
C -4.23 6.60 -8.59
C -4.97 7.14 -9.66
C -4.14 4.98 -6.62
C -3.25 5.63 -5.78
C -2.53 4.98 -4.79
N -2.58 3.62 -4.73
C -3.54 2.96 -5.43
C -4.32 3.61 -6.34
C -1.66 2.82 -3.87
H -8.13 7.40 -10.64
H -6.81 6.97 -11.76
H -6.92 8.59 -10.90
H -7.97 5.93 -8.89
H -6.61 4.70 -7.26
H -3.25 6.98 -8.32
H -4.63 7.98 -10.25
H -3.09 6.70 -5.93
H -1.81 5.38 -4.09
H -3.59 1.88 -5.33
H -4.92 3.00 -7.01
H -2.18 2.25 -3.09
H -0.85 3.40 -3.45
H -1.23 2.14 -4.60
C 1.20 1.41 2.61
N 0.95 2.72 2.00
C 1.91 3.64 2.22
C 1.70 4.93 1.80
C 0.46 5.34 1.31
C -0.49 4.32 1.07
C -0.26 3.01 1.47
C 0.16 6.77 1.07
C -0.44 7.32 -0.08
C -0.59 8.69 -0.28
N -0.12 9.54 0.64
C 0.46 9.08 1.77
C 0.64 7.73 1.96
C -0.26 11.00 0.46
H 1.61 1.60 3.60
H 1.92 0.89 1.97
H 0.29 0.82 2.71
H 2.86 3.30 2.61
H 2.49 5.66 1.92
H -1.48 4.53 0.68
H -0.98 2.21 1.40
H -0.90 6.60 -0.75
H -1.34 9.08 -0.95
H 0.91 9.82 2.42
H 1.22 7.44 2.83
H 0.63 11.61 0.65
H -1.06 11.37 1.09
H -0.51 11.20 -0.58
N 2.77 -5.17 4.50
S 3.59 -6.64 4.43
O 4.38 -6.87 3.24
O 2.91 -7.77 4.96
F 4.70 -6.32 5.55
S 2.01 -5.30 3.18
O 1.07 -6.38 3.04
O 2.71 -4.78 2.00
F 1.05 -4.02 3.52
N -0.67 -0.51 0.77
S -0.24 -0.57 -0.88
O -1.19 -1.20 -1.72
O 1.13 -0.45 -1.23
F -0.71 1.01 -1.06
S -0.08 -1.87 1.09
O 1.35 -2.06 1.15
O -0.93 -3.01 0.79
F -0.36 -1.74 2.68
N 0.63 -6.46 -2.17
S -0.59 -5.96 -1.39
O -1.47 -6.98 -0.88
O -1.13 -4.65 -1.67
F 0.24 -5.51 -0.07
S -0.07 -6.55 -3.68
O -0.05 -5.30 -4.41
O -1.08 -7.55 -3.83
F 1.19 -7.29 -4.36
*
```

Gap between HOMO and LUMO ... 3.00 eV
Highest occupied orbital energy ... -17.4 eV
E ... -188533.208 eV
Molar mass ... 1471.69 g/mol